(1)
The following is a quantum chemistry calculation of one molecule with the formula C5H8O2S, from OMol25.

Results
- Kohn-Sham gap (eV) = 9.58
- multiplicity = 1
- structure (SMILES) = C[C@]12SCO[C@H]1[C@@H]2O

```
16
Properties=species:S:1:pos:R:3:lowdin_charge:R:1
S -1.69199 0.91211 -0.76178 0.960
O 2.18047 -0.48467 -0.64566 -0.066
O -1.21041 -1.37859 0.18254 -0.133
C 1.02201 1.46835 0.55500 -0.062
C 0.05710 0.62324 -0.19066 -0.621
C -2.34938 -0.50297 0.03607 -0.466
C 0.80520 -0.44405 -0.90828 -0.263
C -0.02590 -0.75081 0.30742 -0.344
H 0.54948 1.54229 1.65492 0.132
H 0.91942 2.48300 0.08849 0.089
H 2.61378 -1.39205 -0.74319 0.153
H 2.05123 0.97373 0.49006 0.106
H -2.69810 -0.28981 1.01627 0.067
H -3.16306 -1.03483 -0.55501 0.117
H 0.49982 -0.83820 -1.85209 0.147
H 0.44033 -0.88675 1.32588 0.185
```

(2)
The following is a quantum chemistry calculation of one molecule with the formula C5H8O2S, from OMol25.

Results
- Kohn-Sham gap (eV) = 10.06
- multiplicity = 1
- structure (SMILES) = O[C@]12C[C@H]1OC[C@H]2S

```
16
Properties=species:S:1:pos:R:3:lowdin_charge:R:1
S 2.51670 -0.32802 0.21799 0.753
O -0.73449 -1.81257 -1.03046 0.032
O -0.79209 1.57367 0.08567 -0.082
C -0.24973 -0.73733 -0.19242 -0.422
C 0.93167 0.09018 -0.57930 -0.581
C 0.36973 1.54697 -0.66969 -0.203
C -1.25678 0.22128 0.28365 -0.273
C -0.79427 -0.67149 1.31673 0.037
H 1.12374 -0.23447 -1.66155 0.127
H -0.13881 -2.48155 -0.75711 0.073
H -1.65140 -1.35164 1.50904 0.136
H 1.96780 0.04036 1.43532 -0.110
H 0.16124 1.89145 -1.73014 0.139
H -2.34891 0.22767 -0.00640 0.180
H -0.14334 -0.27173 2.02829 0.081
H 1.03895 2.29725 -0.24962 0.113
```

(3)
The following is a quantum chemistry calculation of a 2-piece molecular cluster, C5H8O2S overall, from OMol25.

Results
- Kohn-Sham gap (eV) = 8.00
- multiplicity = 1

```
16
Properties=species:S:1:pos:R:3:lowdin_charge:R:1
S 4.15094 0.45185 -0.09204 0.851
O 3.71361 1.74677 0.33664 -0.404
O 4.29912 0.27932 -1.49118 -0.395
C -0.90605 -0.73033 0.62880 -0.057
C 0.16309 1.41181 -0.12420 -0.044
C 0.14257 -0.09136 -0.31920 -0.483
C 0.61406 -0.98633 -1.42654 0.055
C 1.42771 -0.83867 -0.42256 -0.034
H -0.82053 -0.32905 1.76923 0.127
H -0.93667 -1.76883 0.81339 0.053
H 2.42635 -0.89697 -0.04759 0.006
H 1.13731 1.72055 -0.54916 0.077
H -0.75927 1.73899 -0.55412 0.072
H 0.19799 1.72637 0.89942 0.070
H -1.82655 -0.41196 0.41311 0.012
H 0.27141 -1.56901 -2.24397 0.092
```

(4)
The following is a quantum chemistry calculation of one molecule with the formula C5H8O2S, from OMol25.

Results
- Kohn-Sham gap (eV) = 8.58
- multiplicity = 1
- structure (SMILES) = CC(=S)[C@H](O)[C@H]1CO1

```
16
Properties=species:S:1:pos:R:3:lowdin_charge:R:1
S 2.19122 -1.26703 -0.44441 0.753
O -0.15872 1.82515 -0.80485 -0.043
O -1.54877 -0.66542 0.87608 -0.018
C -1.29751 -1.72991 -0.04182 -0.100
C 1.23820 -0.00747 -0.05036 -0.761
C -1.27913 -0.36170 -0.48833 -0.247
C 0.03254 0.38278 -0.90329 -0.322
C 1.49724 0.91688 1.11895 -0.120
H 2.36020 0.52416 1.71530 0.072
H -0.42173 -2.25870 0.18618 0.076
H 0.60444 0.92873 1.78773 0.094
H -1.05793 1.93452 -0.45048 0.098
H -2.12315 -0.00443 -1.03895 0.142
H 1.82155 1.98595 0.80709 0.118
H 0.32856 0.07692 -1.91754 0.135
H -2.18703 -2.28043 -0.35131 0.122
```

In terms of stability, (4) leads; the second structure lies 0.0096 hartree higher.

(1)
The following is a quantum chemistry calculation of C3HCuO3 as an isolated structure, from OMol25.

Results
- Kohn-Sham gap (spin up / spin down) (eV) = 8.81 / 5.65
- multiplicity = 3

```
8
Properties=species:S:1:pos:R:3:lowdin_charge:R:1
Cu 3.50231 0.05208 0.36266 0.755
O 1.96384 -0.15695 -0.41749 -0.218
O 0.06319 0.98535 -0.26617 0.016
O 0.08900 -1.17857 0.29157 0.093
C -1.26197 0.93200 -0.15451 -0.179
C -2.13337 0.12155 0.17395 0.154
C 0.75933 -0.22195 -0.08083 -0.669
H -2.98233 -0.53352 0.09080 0.046
```

(2)
The following is a quantum chemistry calculation of C3HCuO3 as an isolated structure, from OMol25.

Results
- Kohn-Sham gap (spin up / spin down) (eV) = 4.75 / 6.46
- multiplicity = 3

```
8
Properties=species:S:1:pos:R:3:lowdin_charge:R:1
Cu 2.76926 -0.79789 0.64318 0.209
O 0.84026 0.27513 -0.26445 -0.188
O -0.31538 -1.81655 -0.31146 -0.070
O -0.84147 1.78079 -0.19079 0.156
C -0.36487 0.60338 0.25276 -0.473
C 0.76620 -1.38007 -0.72213 -0.051
C -1.05308 -0.48510 0.69772 0.282
H -1.80094 1.82032 -0.10485 0.135
```

In terms of stability, (1) leads; the second structure lies 0.1115 hartree higher.